{
  "formula": "C22H26B3F8NO4",
  "method": "the ωB97M-V functional and the def2-TZVPD basis",
  "smiles": "[H]/N=C(\\C)CB1OBOB(CCOCC(F)(F)C(F)(F)C(F)(F)C(F)F)O1.c1ccccc1.c1ccccc1",
  "multiplicity": 1,
  "homo_lumo_gap_ev": 9.7,
  "e_lumo_ev": 0.179,
  "species": ["O", "F", "C", "H", "H", "H", "H", "O", "H", "C", "F", "C", "C", "C", "N", "H", "H", "O", "F", "C", "F", "C", "H", "C", "C", "H", "C", "H", "H", "F", "H", "C", "H", "H", "H", "C", "C", "C", "B", "H", "F", "H", "H", "C", "H", "B", "H", "H", "O", "F", "B", "C", "C", "C", "H", "H", "H", "F", "C", "C", "C", "H", "C", "H"],
  "positions_angstrom": [[4.658859, -0.908134, -3.105364], [5.064068, 3.378855, -5.977362], [4.135947, 3.657534, -3.851178], [-5.630929, -1.580969, 3.960923], [2.813975, -1.748851, -3.096031], [3.932364, -3.198788, -1.593819], [-3.515361, -6.009121, 4.541910], [0.466259, -2.555824, 1.533107], [5.941544, 0.469862, -2.237167], [-2.630601, 3.057203, 1.136028], [7.348454, 2.287381, -5.163999], [-3.226436, -3.966599, 3.954492], [6.323052, 2.268109, -4.303511], [-5.167689, -2.551745, 4.086075], [-1.490337, -0.133846, 1.834831], [-5.006349, 3.832753, 3.423181], [-3.229685, -1.888272, 3.440903], [2.549578, -3.345302, 0.714289], [3.507570, 4.775474, -4.290019], [-3.821748, -2.723297, 3.793754], [4.454838, 3.821178, -2.541742], [-3.978822, -5.039661, 4.411875], [-0.809061, -0.539500, -0.994397], [-1.943334, -0.772417, 0.824685], [-2.767970, 4.156537, 0.298894], [0.972286, -4.723424, 1.533216], [5.420154, 3.477219, -4.682735], [-2.257337, 0.159837, 2.440480], [3.453371, 2.810993, -3.968230], [6.182453, 4.581303, -4.535970], [-3.811771, 5.993754, -0.070508], [3.476212, -1.244252, -2.381496], [-2.140034, 4.248720, -0.578117], [4.702521, -1.857436, -0.722664], [-1.339411, -2.192999, -0.660484], [-3.397379, -1.075132, 0.568005], [-5.920271, -3.626019, 4.540192], [-0.945680, -1.276267, -0.196032], [1.327266, -3.612948, 1.298489], [4.324504, 1.085229, -2.649990], [6.818000, 2.482192, -3.065176], [-2.176760, -4.096241, 3.723083], [-3.584319, -2.150851, 0.638541], [-3.438112, 2.944172, 2.260021], [-3.332988, 2.094775, 2.923370], [0.424879, -1.663087, 0.466151], [-5.911514, -5.706555, 5.060245], [-6.970401, -3.494303, 4.766904], [1.647981, -1.270652, -0.074860], [4.611478, 0.892961, -5.223382], [2.620469, -2.260978, -0.154596], [-4.379124, 3.923688, 2.545657], [5.124951, 0.403264, -2.963601], [-4.513367, 5.021615, 1.707533], [-1.893245, 2.296046, 0.917584], [2.954643, -0.341260, -2.045154], [-3.688271, -0.706918, -0.422318], [6.546117, -0.026574, -4.782237], [-5.325193, -4.869363, 4.704101], [3.777046, -2.182209, -1.214211], [5.638990, 0.861202, -4.325510], [-4.024671, -0.567608, 1.307911], [-3.707685, 5.137570, 0.583480], [-5.243974, 5.787976, 1.931952]],
  "forces_ev_per_angstrom": [[-0.10, 0.15, -0.10], [0.04, 0.00, 0.01], [-0.14, 0.09, -0.11], [0.00, 0.00, 0.00], [0.06, 0.10, 0.11], [0.27, 0.15, 0.11], [0.00, 0.00, 0.00], [-0.34, -0.60, -0.91], [-0.05, -0.01, -0.06], [-0.02, 0.05, -0.01], [0.10, -0.06, -0.15], [0.01, -0.01, -0.01], [-0.32, -0.04, -0.11], [0.00, 0.00, -0.01], [-0.22, -0.34, -0.54], [0.00, 0.00, 0.01], [0.02, -0.01, 0.02], [-0.47, -0.25, -0.65], [0.19, -0.20, 0.16], [0.02, 0.03, -0.01], [-0.09, -0.06, -0.28], [0.00, 0.00, -0.01], [-0.09, -0.04, 0.06], [0.16, 0.12, 0.33], [-0.01, -0.01, -0.02], [0.23, 0.01, 0.22], [0.01, 0.13, 0.24], [0.04, 0.03, 0.01], [0.07, 0.05, 0.05], [-0.05, -0.02, -0.01], [0.00, 0.00, 0.00], [-0.08, -0.17, -0.06], [0.01, 0.01, 0.00], [-0.06, -0.13, 0.01], [0.03, 0.16, -0.05], [-0.04, 0.41, 0.23], [0.00, 0.00, 0.00], [0.01, 0.00, 0.21], [0.17, 0.43, 0.56], [0.09, 0.00, 0.04], [0.08, 0.07, 0.10], [0.01, 0.01, 0.01], [0.03, 0.09, -0.15], [0.00, 0.00, -0.02], [0.01, 0.01, 0.01], [0.32, 0.56, 0.67], [0.00, 0.00, 0.00], [0.00, 0.00, 0.01], [-0.34, -0.72, -0.56], [0.08, -0.02, 0.09], [0.41, 0.39, 0.54], [-0.01, 0.00, 0.00], [-0.05, -0.05, 0.02], [0.00, 0.00, 0.00], [0.01, -0.01, 0.03], [0.15, -0.02, 0.01], [0.04, -0.23, 0.06], [-0.04, 0.05, -0.01], [0.00, 0.00, 0.00], [-0.29, 0.13, -0.13], [0.10, -0.08, 0.11], [0.04, -0.11, -0.09], [0.00, 0.00, 0.00], [-0.01, 0.00, 0.00]],
  "lowdin_charge": [-0.102, 0.150, -0.286, 0.099, 0.136, 0.125, 0.100, 0.254, 0.148, -0.094, 0.166, -0.088, -0.361, -0.095, 0.162, 0.100, 0.081, 0.258, 0.103, -0.100, 0.097, -0.094, 0.126, -0.425, -0.094, 0.118, -0.386, 0.035, 0.164, 0.154, 0.100, -0.192, 0.100, 0.130, 0.128, -0.035, -0.097, -0.007, -0.307, 0.130, 0.140, 0.102, 0.088, -0.100, 0.086, -0.521, 0.100, 0.100, 0.290, 0.118, -0.499, -0.096, -0.107, -0.098, 0.082, 0.120, 0.089, 0.143, -0.097, -0.013, -0.401, 0.072, -0.097, 0.100]
}

=====

{
  "formula": "C22H26BN9S3Tc",
  "method": "the ωB97M-V functional and the def2-TZVPD basis",
  "charge": 2,
  "multiplicity": 4,
  "homo_lumo_gap_ev": [7.4, 6.7],
  "de_lowest_kcal_mol": 19.4,
  "e_lumo_ev": [-6.579, -7.192],
  "species": ["B", "H", "H", "S", "C", "H", "H", "C", "N", "N", "H", "H", "C", "C", "H", "C", "H", "H", "H", "H", "C", "H", "N", "C", "N", "S", "H", "C", "H", "N", "H", "C", "H", "C", "C", "C", "C", "H", "H", "N", "H", "N", "H", "C", "C", "N", "C", "H", "C", "C", "H", "N", "C", "S", "H", "Tc", "C", "C", "C", "H", "H", "H"],
  "positions_angstrom": [[0.029324, 4.090169, 1.953514], [-2.013078, -1.560986, -5.527098], [-4.031805, -2.826065, 2.378383], [-0.742836, 2.127154, -0.806208], [-0.301294, 1.570116, 2.726672], [0.793265, 4.455201, 2.785239], [-0.147116, -5.513852, 0.427675], [2.477990, -1.715864, -3.054160], [-0.682795, 2.836322, 2.538961], [-1.067027, 0.998724, 3.686879], [0.166256, -3.002830, -0.359380], [-0.048821, -0.797988, 3.804151], [-2.239048, -2.200761, 1.436964], [0.520108, 3.270946, -0.509833], [1.433614, 2.284118, -3.013140], [-0.902822, -0.305425, 4.270864], [3.027519, -0.077257, 0.395022], [0.827410, -2.643657, 1.106564], [2.336835, -2.198441, -4.010177], [-1.809434, -0.899490, 4.132262], [-1.735399, 3.059092, 3.378058], [4.932090, -0.964795, -0.862150], [-1.149561, -2.985503, 1.144203], [0.025067, -1.176065, -2.853637], [-0.883506, -0.799716, -1.925026], [-2.419375, -0.571903, 1.149834], [1.939341, 3.927582, -3.469161], [2.861695, -0.521086, -0.576313], [-0.821888, 4.883567, 1.727431], [0.823554, 3.900921, 0.627902], [-3.671811, -0.921149, -3.769427], [3.748502, -1.645045, -2.511154], [-2.710859, 1.730184, 4.846640], [-2.172706, -0.738169, -2.265685], [3.941673, -1.032638, -1.281508], [1.847391, 4.754486, 0.344620], [2.146320, 4.653748, -0.981649], [4.584723, -2.069833, -3.042855], [0.313409, -5.299035, 2.126267], [-2.626604, -4.289368, 2.096892], [2.275741, 5.382647, 1.100176], [-3.110824, -3.037368, 2.023359], [-0.707620, -0.208214, 5.340927], [-0.530294, -5.417184, 1.444179], [-1.695646, -1.371514, -4.514152], [-0.000402, -2.506224, 0.520248], [1.395769, -1.175465, -2.358473], [0.379564, -1.750171, -4.887491], [-0.363077, -1.473904, -4.159047], [1.219640, 3.347549, -2.896383], [-2.218231, 4.012600, 3.420958], [1.304278, 3.727757, -1.512020], [-1.451454, -4.276949, 1.568808], [0.953798, 0.722034, 1.895071], [-2.871539, -0.446550, -1.491443], [-0.193787, -0.059479, -0.088073], [-2.622080, -1.011117, -3.541370], [1.572636, -0.567644, -1.094065], [-1.977466, 1.930345, 4.093724], [-1.057529, -6.328443, 1.715136], [2.880314, 5.170932, -1.563876], [0.219911, 3.550948, -3.282631]],
  "forces_ev_per_angstrom": [[0.02, 0.09, 0.02], [-0.01, -0.06, -0.11], [0.02, 0.08, -0.06], [-0.30, -0.71, 0.05], [-0.04, -0.12, 0.16], [0.31, 0.16, 0.10], [-0.02, -0.03, 0.00], [-0.25, 0.12, 0.13], [-0.01, -0.87, 0.16], [0.20, 0.68, -0.40], [-0.17, 0.12, 0.15], [-0.17, 0.04, 0.06], [0.20, -0.62, 0.08], [-0.06, -0.12, 0.01], [0.03, 0.06, 0.01], [0.05, -0.53, 0.25], [0.15, 0.09, 0.05], [-0.28, 0.09, 0.05], [-0.04, -0.02, -0.07], [0.11, 0.06, -0.02], [-0.43, -0.20, 0.38], [0.14, 0.00, 0.07], [-0.99, -0.01, 0.43], [-0.08, -0.07, -0.42], [-0.25, -0.25, -0.59], [0.00, 1.09, -0.31], [0.01, -0.03, 0.09], [-0.13, 0.22, 0.34], [-0.29, 0.23, -0.02], [0.05, -0.36, -0.64], [-0.08, -0.01, 0.01], [0.01, 0.07, 0.08], [-0.11, -0.06, 0.18], [-0.74, 0.05, -0.33], [-0.07, -0.11, -0.07], [0.31, 0.10, -0.28], [0.16, 0.29, 0.44], [0.10, -0.02, -0.07], [0.05, -0.02, -0.02], [0.00, -1.11, 0.22], [0.04, 0.08, 0.09], [1.02, 0.73, -0.62], [-0.01, 0.02, -0.12], [0.17, -0.20, 0.06], [-0.02, 0.03, 0.30], [0.21, 0.55, -0.29], [0.24, 0.15, 0.24], [0.10, -0.03, -0.08], [-0.03, 0.09, 0.34], [-0.10, -0.29, -0.68], [-0.09, 0.19, 0.00], [-0.10, -0.03, 0.83], [-0.04, 0.14, 0.04], [0.37, -0.30, -0.73], [0.07, 0.01, -0.04], [0.74, 0.04, 0.89], [0.14, 0.02, 0.01], [-0.14, -0.04, -0.13], [-0.14, 0.44, -0.06], [0.00, 0.01, -0.03], [0.11, 0.08, -0.16], [0.09, 0.00, 0.04]],
  "lowdin_charge": [-0.406, 0.129, 0.179, 0.715, -0.692, 0.094, 0.093, -0.008, 0.006, -0.138, 0.129, 0.055, -0.708, -0.644, 0.089, -0.037, 0.057, 0.135, 0.117, 0.082, -0.024, 0.119, -0.066, -0.220, -0.105, 0.720, 0.107, -0.120, 0.092, 0.010, 0.124, -0.042, 0.138, -0.143, -0.048, -0.015, 0.003, 0.120, 0.101, 0.150, 0.137, 0.064, 0.114, 0.018, 0.000, 0.093, -0.212, 0.121, 0.031, -0.015, 0.134, -0.112, -0.305, 0.672, 0.067, 0.977, -0.014, -0.249, -0.011, 0.105, 0.138, 0.099]
}

=====

Number 1: molecular weight 552.9 g mol⁻¹. Number 2: molecular weight 621.5 g mol⁻¹.